Here is a structure of composition C31H30ClFeN2O4P2 from the OMol25 dataset. Energies are from the ωB97M-V functional and the def2-TZVPD basis.

```
71
Properties=species:S:1:pos:R:3:lowdin_charge:R:1
Fe -0.707 -0.219 -0.375 0.23
O -2.657 -0.325 -0.374 -0.15
C -3.306 -1.167 0.355 -0.37
C -4.480 -1.792 -0.132 -0.03
C -5.225 -2.640 0.657 -0.12
C -4.849 -2.921 1.974 -0.13
C -3.701 -2.328 2.464 -0.07
C -2.917 -1.476 1.682 -0.15
C -1.748 -0.876 2.289 -0.08
N -0.844 -0.161 1.714 -0.01
N 0.048 0.337 2.686 0.06
C 0.905 1.223 2.238 -0.53
O 1.035 1.688 1.076 -0.16
C 1.868 1.724 3.299 -0.14
C 1.980 1.124 4.551 -0.04
C 2.858 1.633 5.495 -0.10
C 3.638 2.745 5.198 -0.12
C 3.541 3.337 3.947 -0.10
C 2.663 2.825 3.001 -0.03
H -4.766 -1.576 -1.155 0.10
H -6.119 -3.096 0.246 0.09
H -5.437 -3.588 2.591 0.08
H -3.387 -2.520 3.485 0.10
H -1.627 -1.031 3.360 0.12
H 1.365 0.261 4.763 0.10
H 2.933 1.164 6.469 0.09
H 4.316 3.148 5.941 0.09
H 4.147 4.203 3.707 0.09
H 2.573 3.264 2.015 0.11
C 2.082 -1.135 -2.275 -0.23
P 1.533 -0.114 -0.851 0.93
C 2.833 -0.612 0.329 -0.21
C 1.986 1.560 -1.446 -0.34
C 3.284 1.914 -1.794 -0.09
C 3.581 3.204 -2.207 -0.09
C 2.571 4.152 -2.281 -0.09
C 1.272 3.800 -1.947 -0.09
C 0.968 2.511 -1.526 -0.34
P -0.738 2.002 -1.063 0.93
C -1.662 2.447 -2.575 -0.24
C -1.305 3.309 0.076 -0.22
H 3.166 -1.091 -2.396 0.04
H 1.609 -0.785 -3.191 0.04
H 1.781 -2.170 -2.105 0.04
H 3.824 -0.297 -0.004 0.04
H 2.810 -1.702 0.379 0.05
H 2.641 -0.211 1.318 0.03
H 4.078 1.177 -1.741 0.09
H 4.599 3.469 -2.469 0.10
H 2.796 5.166 -2.591 0.10
H 0.489 4.548 -2.007 0.09
H -1.581 3.513 -2.796 0.04
H -2.710 2.183 -2.423 0.05
H -1.287 1.863 -3.413 0.03
H -0.952 4.299 -0.218 0.03
H -0.944 3.074 1.073 0.03
H -2.396 3.302 0.075 0.05
Cl -1.655 -6.546 -4.180 0.60
C -1.398 -5.220 -3.069 -0.69
C -1.196 -5.497 -1.701 -0.11
C -0.969 -4.489 -0.813 0.01
C -0.881 -3.114 -1.228 -0.35
O -0.568 -2.226 -0.388 -0.09
C -1.149 -2.867 -2.610 -0.13
C -1.184 -1.543 -3.147 -0.19
O -0.926 -0.487 -2.572 -0.08
C -1.395 -3.931 -3.505 -0.08
H -1.229 -6.526 -1.364 0.10
H -0.826 -4.690 0.241 0.12
H -1.480 -1.490 -4.211 0.13
H -1.572 -3.708 -4.552 0.11
```

Values from the calculation:
Total charge   -1
HOMO level (alpha / beta)   -4.01 / -4.02 eV



Here is a structure of composition C31H30ClN4O5RhS2 from the OMol25 dataset. Energies are from the ωB97M-V functional and the def2-TZVPD basis.

```
74
Properties=species:S:1:pos:R:3:lowdin_spin:R:1
Rh 0.261 0.043 -0.084 2.80
C 1.146 -7.758 0.531 0.00
C 1.474 -6.312 0.791 0.00
C 1.894 -5.478 -0.241 0.00
C 2.244 -4.161 0.014 0.00
C 2.169 -3.678 1.307 0.00
C 1.742 -4.485 2.348 0.00
C 1.390 -5.796 2.085 0.00
S 2.744 -2.028 1.632 0.01
O 3.662 -1.715 0.578 0.00
O 3.217 -1.990 2.992 0.02
N 1.508 -0.943 1.469 0.17
C 0.653 -0.561 2.453 0.03
C 0.550 -1.023 3.782 0.01
C -0.474 -0.556 4.568 0.01
C -1.380 0.387 4.068 0.01
C -1.195 0.846 2.788 0.02
N -0.208 0.396 2.013 0.13
H 1.451 -8.052 -0.473 0.00
H 0.076 -7.948 0.639 0.00
H 1.666 -8.394 1.248 0.00
H 1.957 -5.865 -1.253 0.00
H 2.598 -3.512 -0.777 0.00
H 1.713 -4.086 3.353 0.00
H 1.056 -6.440 2.891 0.00
H 1.286 -1.718 4.148 0.00
H -0.587 -0.922 5.580 0.00
H -2.197 0.756 4.669 0.00
H -1.837 1.607 2.362 0.00
Cl 1.638 1.265 -1.282 0.49
O -1.731 0.903 -0.829 0.08
S -2.725 0.588 -1.926 0.01
C -4.063 1.815 -1.600 0.01
C -3.707 3.070 -2.380 0.00
C -3.188 2.573 -3.726 0.00
C -2.144 1.516 -3.396 0.00
H -4.109 1.961 -0.523 0.00
H -4.993 1.366 -1.952 0.00
H -2.917 3.617 -1.861 0.00
H -4.569 3.731 -2.488 0.00
H -2.756 3.380 -4.318 0.00
H -4.006 2.137 -4.304 0.00
H -1.193 1.948 -3.084 0.00
H -1.978 0.789 -4.187 0.00
O -0.807 -2.802 1.010 0.01
C -0.819 -2.829 -0.203 0.01
N -1.208 -3.877 -0.983 0.00
C -1.226 -3.539 -2.392 0.01
C -0.868 -2.025 -2.305 0.02
O -0.919 -1.251 -3.243 0.00
N -0.546 -1.742 -1.027 0.14
C -2.607 -3.639 -3.021 0.00
C -3.747 -3.779 -2.239 0.00
C -5.001 -3.834 -2.832 0.00
C -5.126 -3.736 -4.208 0.00
C -3.992 -3.569 -4.991 0.00
C -2.739 -3.517 -4.402 0.00
C -0.169 -4.352 -3.123 0.00
C -0.457 -5.667 -3.479 0.00
C 0.519 -6.469 -4.050 0.00
C 1.792 -5.962 -4.272 0.00
C 2.083 -4.654 -3.920 0.00
C 1.108 -3.850 -3.347 0.00
H -1.289 -4.816 -0.636 0.00
H -3.655 -3.852 -1.163 0.00
H -5.882 -3.952 -2.213 0.00
H -6.104 -3.793 -4.670 0.00
H -4.085 -3.481 -6.066 0.00
H -1.855 -3.384 -5.011 0.00
H -1.453 -6.060 -3.308 0.00
H 0.284 -7.490 -4.320 0.00
H 2.554 -6.590 -4.716 0.00
H 3.076 -4.256 -4.088 0.00
H 1.345 -2.828 -3.076 0.00
```

Values from the calculation:
Multiplicity   5
Total charge   0
HOMO level (alpha / beta)   -8.39 / -8.28 eV



Here is a cluster of 2 separate species, C31H30F3N2O2 in total from the OMol25 dataset. Energies are from the ωB97M-V functional and the def2-TZVPD basis.

```
68
Properties=species:S:1:pos:R:3:lowdin_charge:R:1
C -2.634 2.622 5.082 -0.05
O -1.321 3.171 4.751 -0.10
C -0.227 2.358 4.691 -0.28
C 1.027 2.967 4.419 -0.02
C 2.012 2.239 3.844 -0.06
C 1.793 0.867 3.551 -0.24
C 2.733 0.213 2.580 -0.12
C 2.829 -1.271 2.485 -0.25
C 4.040 -1.909 2.671 -0.03
C 4.124 -3.286 2.555 0.02
C 2.958 -4.057 2.276 -0.26
O 3.120 -5.402 2.165 -0.09
C 1.959 -6.229 1.861 -0.05
C 1.705 -3.420 2.186 -0.01
C 1.669 -2.023 2.274 -0.08
C 0.716 0.208 4.179 -0.04
C -0.309 0.952 4.712 -0.02
H -3.224 3.521 5.292 0.09
H -3.073 2.088 4.225 0.09
H -2.626 1.984 5.983 0.10
H 1.130 4.058 4.566 0.13
H 2.968 2.716 3.557 0.13
H 3.736 0.633 2.774 0.13
H 4.937 -1.324 2.967 0.13
H 5.052 -3.792 2.742 0.11
H 2.399 -7.220 1.715 0.10
H 1.243 -6.268 2.695 0.10
H 1.456 -5.896 0.942 0.09
H 0.774 -3.978 2.076 0.11
H 0.704 -1.516 2.228 0.11
H 0.668 -0.884 4.211 0.11
H -1.236 0.462 5.052 0.12
C 3.536 2.951 -0.538 0.04
N 3.174 1.592 -0.927 0.02
C 2.010 0.955 -0.585 -0.14
H 2.304 0.493 1.604 0.08
C 0.751 1.696 -0.397 -0.15
C 0.216 2.158 -1.633 0.02
C -0.954 2.912 -1.635 0.02
C -1.568 3.199 -0.430 -0.11
C -2.828 4.002 -0.440 -0.52
F -3.638 3.713 0.620 0.13
F -2.564 5.346 -0.370 0.13
F -3.555 3.776 -1.574 0.13
C -1.056 2.790 0.801 0.05
C 0.097 1.996 0.799 0.04
N 2.022 -0.298 -1.151 0.03
C 0.948 -1.270 -1.072 0.04
C 3.140 -0.390 -1.985 -0.13
C 3.863 0.805 -1.849 -0.14
C 4.770 1.220 -2.799 0.01
C 4.961 0.370 -3.893 -0.05
C 4.240 -0.823 -4.032 -0.05
C 3.289 -1.225 -3.074 0.01
H 4.358 3.308 -1.177 0.10
H 2.697 3.651 -0.648 0.11
H 3.851 2.933 0.514 0.11
H 0.729 1.916 -2.561 0.13
H -1.370 3.254 -2.562 0.13
H -1.539 3.067 1.723 0.12
H 0.480 1.619 1.759 0.10
H 0.958 -1.940 -1.949 0.10
H 1.091 -1.854 -0.155 0.08
H -0.033 -0.782 -1.014 0.11
H 5.279 2.199 -2.731 0.12
H 5.659 0.658 -4.688 0.12
H 4.388 -1.436 -4.926 0.12
H 2.663 -2.111 -3.206 0.12
```

Values from the calculation:
ΔE to the lowest compared entry with this formula, charge and spin   0.0 kcal per mole
Total charge   +1
HOMO level   -10.39 eV



Here is a structure of composition C31H30FN6NiO4 from the OMol25 dataset. Energies are from the ωB97M-V functional and the def2-TZVPD basis.

```
73
Properties=species:S:1:pos:R:3:lowdin_spin:R:1
Ni -1.489 -0.442 -3.498 1.71
C -2.946 3.583 -3.756 0.00
C -2.769 2.084 -3.796 0.00
N -1.714 1.488 -3.363 0.06
N -0.722 2.156 -2.693 0.00
C 0.282 1.344 -2.638 0.01
O 0.389 0.178 -3.124 0.04
C 1.446 1.807 -1.801 0.00
C 2.445 0.834 -1.649 0.00
C 3.668 1.234 -1.118 0.00
C 3.798 2.506 -0.552 0.00
C 2.818 3.458 -0.757 0.00
C 1.612 3.119 -1.390 0.00
C -3.663 1.124 -4.467 0.01
C -4.927 1.414 -4.993 0.00
C -5.799 0.383 -5.469 0.00
C -5.342 -0.886 -5.431 0.00
C -4.104 -1.096 -4.835 0.00
N -3.230 -0.150 -4.421 0.04
H -2.817 3.868 -2.672 0.00
H -3.873 3.911 -4.143 0.00
H -2.126 4.147 -4.270 0.00
H 2.307 -0.182 -2.001 0.00
H 4.512 0.545 -1.052 0.00
H 4.752 2.780 -0.020 0.00
H 2.776 4.398 -0.243 0.00
H 0.789 3.830 -1.603 0.00
H -5.298 2.435 -4.954 0.00
H -6.682 0.681 -6.019 0.00
H -5.979 -1.622 -5.833 0.00
H -3.680 -2.081 -4.857 0.00
F -0.659 1.865 2.589 0.00
C -0.365 0.663 2.064 0.00
C -0.929 0.269 0.869 0.00
C -0.526 -1.004 0.380 0.00
C -0.984 -1.331 -0.984 0.00
O -1.779 -0.514 -1.515 0.05
C -0.399 -2.515 -1.533 0.00
C 0.290 -3.305 -0.665 0.00
N 0.729 -2.983 0.538 0.00
C 1.729 -3.815 1.176 0.00
C 3.099 -3.275 1.334 0.00
C 2.808 -4.374 0.299 0.00
C 0.357 -1.765 1.090 0.00
C 0.774 -1.399 2.402 0.00
C 0.336 -0.185 2.890 0.00
N 0.717 0.274 4.156 0.00
C 1.808 1.137 4.178 0.00
C 2.146 1.565 5.607 0.00
N 1.862 0.448 6.560 0.00
C 0.367 0.043 6.490 0.00
C -0.281 0.447 5.170 0.00
C -0.680 -3.023 -2.938 0.00
O -0.086 -4.019 -3.263 0.01
O -1.490 -2.390 -3.753 0.04
H -1.646 0.872 0.340 0.00
H 0.674 -4.328 -0.943 0.00
H 1.268 -4.546 1.875 0.00
H 3.531 -3.634 2.263 0.00
H 3.263 -2.255 1.028 0.00
H 3.129 -5.355 0.596 0.00
H 2.784 -4.234 -0.775 0.00
H 1.482 -2.058 2.967 0.00
H 1.703 2.072 3.542 0.00
H 2.706 0.571 3.838 0.00
H 1.439 2.402 5.861 0.00
H 3.169 1.921 5.717 0.00
H 2.281 0.647 7.469 0.00
H 2.358 -0.378 6.224 0.00
H -0.027 0.409 7.437 0.00
H 0.312 -1.012 6.591 0.00
H -0.550 1.450 5.246 0.00
H -1.156 -0.206 4.997 0.00
```

Values from the calculation:
Multiplicity   3
Total charge   +1
HOMO level   -9.71 eV



Number 1: F_max 0.032 Eh/bohr. Number 2: F_max 0.020 Eh/bohr. Number 3: F_max 0.046 Eh/bohr. Number 4: F_max 0.063 Eh/bohr.